Record 1
# C47H51AsClN4S2Zr

A molecular structure, C47H51AsClN4S2Zr (ωB97M-V/def2-TZVPD, the Open Molecules 2025 dataset).

The geometry in XYZ format:
```
107
C47H51AsClN4S2Zr | the Open Molecules 2025 dataset | ωB97M-V/def2-TZVPD
Zr -0.3580 1.5778 -1.8952
C 1.3134 -1.1569 -1.1737
N 1.6250 0.3017 -1.2625
C 2.0909 0.7370 0.0928
C 1.8695 2.2051 0.3431
N 0.4237 2.5147 0.2226
C -0.2588 2.0937 1.4785
C 0.1554 3.9394 -0.0035
C 1.0740 4.9164 0.3486
C 0.7810 6.2548 0.1455
C -0.4406 6.6213 -0.4024
C -1.3649 5.6478 -0.7442
C -1.0826 4.2968 -0.5477
S -2.2889 3.0556 -0.9351
C 2.7057 0.5466 -2.2385
C 3.7216 -0.3936 -2.3810
C 4.7559 -0.1847 -3.2745
C 4.7782 0.9792 -4.0319
C 3.7775 1.9216 -3.8770
C 2.7295 1.7251 -2.9736
S 1.5081 2.9946 -2.8069
H 2.0738 -1.6871 -0.5999
H 1.2576 -1.5855 -2.1679
H 0.3630 -1.2963 -0.6722
H 3.1553 0.5116 0.1880
H 1.5881 0.1376 0.8518
H 2.4110 2.7965 -0.3871
H 2.2413 2.4530 1.3413
H 0.1937 2.6056 2.3307
H -0.1534 1.0195 1.6185
H -1.3122 2.3418 1.4153
H 2.0322 4.6489 0.7729
H 1.5110 7.0075 0.4128
H -0.6733 7.6664 -0.5639
H -2.3215 5.9177 -1.1731
H 3.7131 -1.3044 -1.7963
H 5.5341 -0.9292 -3.3800
H 5.5753 1.1528 -4.7431
H 3.7851 2.8345 -4.4604
C 2.9681 -5.6236 1.3132
C 1.7574 -5.3491 0.6898
C 1.0263 -4.2286 1.0625
C 1.4923 -3.3897 2.0717
C 2.7072 -3.6647 2.6927
C 3.4426 -4.7805 2.3102
As 0.3793 -1.8663 2.5350
C 1.4684 -0.8671 3.7823
C 2.5785 -0.0795 3.5052
C 3.1815 0.6428 4.5270
C 2.6602 0.5862 5.8152
C 1.5572 -0.2074 6.0948
C 0.9568 -0.9489 5.0822
C -0.1632 -1.9085 5.2564
C -0.7779 -2.2316 6.4622
C -1.7374 -3.2329 6.5013
C -2.0807 -3.9264 5.3451
C -1.4905 -3.5905 4.1333
C -0.5516 -2.5721 4.0885
H 3.5413 -6.4949 1.0218
H 1.3857 -6.0041 -0.0881
H 0.0885 -4.0091 0.5613
H 3.0765 -3.0204 3.4815
H 4.3852 -4.9952 2.7980
H 2.9957 -0.0418 2.5063
H 4.0586 1.2433 4.3224
H 3.1282 1.1527 6.6105
H 1.1768 -0.2572 7.1072
H -0.4969 -1.7221 7.3767
H -2.2054 -3.4897 7.4430
H -2.8038 -4.7314 5.3893
H -1.7491 -4.1406 3.2369
C -5.7003 -1.8075 -1.0164
C -5.3048 -0.5368 -0.2801
N -3.8525 -0.3727 -0.0634
C -3.4409 -0.4571 1.3425
C -3.5087 -1.8738 1.8845
C -2.9939 -0.0866 -1.0423
C -3.5545 0.2180 -2.4036
N -1.6846 -0.0267 -0.8743
H -6.7885 -1.8786 -1.0515
H -5.3182 -2.6890 -0.4996
H -5.3353 -1.8294 -2.0423
H -5.7445 -0.5612 0.7143
H -5.7095 0.3503 -0.7639
H -4.1029 0.2009 1.9073
H -2.4418 -0.0477 1.4614
H -4.5050 -2.3017 1.7548
H -3.2804 -1.8727 2.9485
H -2.7905 -2.5203 1.3737
H -4.5648 0.6113 -2.3664
H -3.5489 -0.6864 -3.0121
H -2.9475 0.9569 -2.9167
H -1.4077 -0.3537 0.0456
Cl -1.5423 2.9760 -3.9448
C -0.9124 2.0959 -5.3345
C -1.0070 2.6916 -6.5801
C -0.5163 2.0057 -7.6762
C 0.0566 0.7519 -7.4957
C 0.1246 0.1882 -6.2307
C -0.3673 0.8441 -5.0990
C -0.2843 0.2191 -3.7185
H -1.4470 3.6752 -6.6824
H -0.5730 2.4518 -8.6605
H 0.4538 0.2110 -8.3452
H 0.5765 -0.7887 -6.1020
H 0.6193 -0.3928 -3.7292
H -1.1012 -0.5006 -3.6070
```

Computed properties:
energy relative to the best compared isomer or geometry (same formula, charge and spin): 20.3 kcal/mol
net charge: +1
spin multiplicity: 1

---

Record 2
# C47H52GeN2O5S2Tl

A molecular structure, C47H52GeN2O5S2Tl (ωB97M-V/def2-TZVPD, the Open Molecules 2025 dataset).

The geometry in XYZ format:
```
110
C47H52GeN2O5S2Tl | the Open Molecules 2025 dataset | ωB97M-V/def2-TZVPD
Tl 1.0665 0.3068 -0.3461
O 2.7709 -0.8589 1.3394
S 3.7099 -0.9864 2.5199
C 3.0586 0.2075 3.7137
C 2.7823 1.5680 3.0782
C 4.0076 2.3896 2.6027
C 4.5283 2.2741 1.1513
S 3.4692 3.2421 0.0337
O 2.1377 2.5191 0.0156
C 4.1623 2.8887 -1.5806
C 5.5083 2.6601 -1.8310
C 5.9294 2.5174 -3.1451
C 5.0207 2.6292 -4.1913
C 3.6762 2.8641 -3.9336
C 3.2426 2.9922 -2.6241
C 3.2633 -2.5264 3.3131
C 4.1811 -3.5599 3.1763
C 3.8430 -4.8366 3.6009
C 2.5992 -5.0675 4.1713
C 1.6914 -4.0243 4.3177
C 2.0127 -2.7523 3.8722
H 3.8088 0.2782 4.5068
H 2.1406 -0.2082 4.1259
H 2.2746 2.1575 3.8423
H 2.0765 1.4392 2.2615
H 4.8509 2.1713 3.2619
H 3.7541 3.4410 2.7598
H 4.5529 1.2644 0.7456
H 5.5179 2.7320 1.0995
H 6.2351 2.5915 -1.0310
H 6.9763 2.3346 -3.3522
H 5.3660 2.5419 -5.2145
H 2.9561 2.9669 -4.7364
H 2.1960 3.1994 -2.4225
H 5.1513 -3.3703 2.7294
H 4.5461 -5.6504 3.4769
H 2.3292 -6.0649 4.4949
H 0.7258 -4.2052 4.7728
H 1.2827 -1.9542 3.9510
O -0.5946 2.0019 -3.3811
C -1.1656 1.0971 -2.7733
O -0.5964 0.2418 -1.9733
C -2.6701 0.8439 -3.0268
C -3.4282 0.1410 -1.8997
Ge -4.0326 1.2259 -0.3348
C -5.8779 1.6842 -0.8244
C -6.9902 1.1678 -0.1622
C -8.2753 1.4160 -0.6302
C -8.4670 2.1922 -1.7644
C -7.3685 2.7376 -2.4174
C -6.0869 2.4827 -1.9517
C -3.1234 2.8812 0.2158
C -3.8455 3.6621 1.1245
C -3.3156 4.8325 1.6447
C -2.0503 5.2518 1.2540
C -1.3269 4.4950 0.3456
C -1.8555 3.3129 -0.1664
C -4.0989 0.1202 1.3085
C -3.4783 0.5454 2.4858
C -3.5716 -0.2006 3.6556
C -4.2893 -1.3909 3.6697
C -4.9232 -1.8211 2.5109
C -4.8276 -1.0721 1.3444
H -2.6665 0.2137 -3.9214
H -3.1274 1.7967 -3.2932
H -2.8666 -0.7398 -1.5870
H -4.3870 -0.2063 -2.2948
H -6.8589 0.5694 0.7329
H -9.1289 0.9967 -0.1107
H -9.4667 2.3753 -2.1367
H -7.5083 3.3585 -3.2946
H -5.2363 2.9183 -2.4685
H -4.8403 3.3457 1.4248
H -3.8890 5.4173 2.3543
H -1.6350 6.1679 1.6565
H -0.3422 4.8186 0.0352
H -1.2773 2.7550 -0.8927
H -2.9114 1.4718 2.4885
H -3.0921 0.1547 4.5625
H -4.3556 -1.9789 4.5771
H -5.5016 -2.7380 2.5199
H -5.3250 -1.4237 0.4456
C -0.5183 -2.8062 -0.7319
C -0.2118 -2.4097 0.7129
C -1.1115 -3.2002 1.6900
C -0.4782 -0.9765 1.0017
H -0.1501 -3.8123 -0.9386
H -0.0553 -2.1192 -1.4399
H -1.5959 -2.7925 -0.9099
H 0.8285 -2.6518 0.9477
H -2.1647 -2.9768 1.5096
H -0.8795 -2.9526 2.7257
H -0.9467 -4.2678 1.5391
H -0.2725 -0.6130 2.0043
H -1.3336 -0.5195 0.5138
N 4.1730 -4.2953 -5.5564
C 4.0562 -4.4366 -4.2139
O 4.3815 -5.4369 -3.6106
C 3.4851 -3.2559 -3.4710
C 2.4343 -2.4855 -3.9461
C 1.8981 -1.5070 -3.1258
N 2.3674 -1.2625 -1.9036
C 3.3970 -1.9876 -1.4513
C 3.9714 -2.9989 -2.1947
H 4.5151 -5.0780 -6.0872
H 3.9343 -3.4509 -6.0404
H 2.0037 -2.6594 -4.9248
H 1.0435 -0.9121 -3.4371
H 3.7327 -1.7612 -0.4477
H 4.7702 -3.6067 -1.7913
```

Computed properties:
energy relative to the best compared isomer or geometry (same formula, charge and spin): 0.0 kcal/mol
net charge: +1
spin multiplicity: 1

---

Record 3
# C47H53Cl72N5OS

19 unconnected molecules or ions with the total composition C47H53Cl72N5OS (ωB97M-V/def2-TZVPD, the Open Molecules 2025 dataset).

The geometry in XYZ format:
```
179
C47H53Cl72N5OS | the Open Molecules 2025 dataset | ωB97M-V/def2-TZVPD
C 1.5932 6.1522 1.6544
C 0.4798 5.1377 1.0515
C 0.1130 5.6073 -0.4707
C -1.1755 4.7619 -0.9512
C -2.5839 5.5137 -0.7455
C -3.7255 4.5073 -0.1688
C -4.7500 3.9835 -1.3219
C -5.8085 2.8710 -0.7353
C -5.8488 1.5077 -1.6003
C -4.9734 0.2900 -0.9302
C -3.6256 0.9651 -0.3742
C -2.4434 -0.1068 -0.0310
C -1.1552 0.7798 0.4479
C -0.2975 1.1495 -0.8668
C 1.3081 1.3054 -0.5625
C 2.0533 0.7717 -1.9092
C 2.1951 -0.7794 -2.1522
O 1.6715 -1.6450 -1.1514
C 2.6549 -2.6021 -0.6713
C 3.2468 -2.2955 0.7915
C 3.7872 -0.7593 0.9594
C 2.2973 -2.7117 2.0215
C 0.7225 -2.4838 1.7757
C 2.4947 -4.2172 2.5537
C 2.8826 -1.2196 -3.4965
C 3.4095 -0.1557 -4.5227
C 4.0997 -0.5939 -5.9322
C 2.9325 -0.4153 -7.0758
N 2.8334 0.9821 -7.5937
N 1.6620 -0.8792 -6.4235
N 3.2198 -1.2974 -8.2743
C 3.2741 1.3851 -4.2590
N 3.6679 2.5137 -5.0777
S 3.2205 3.9202 -4.2303
N 2.5226 3.3136 -2.7861
C 2.5817 1.8535 -2.9143
H 2.2810 6.5863 0.8410
H 2.2684 5.5374 2.3700
H 1.0656 7.0036 2.2336
H -0.4698 5.3039 1.6858
H 0.7916 4.0344 1.0960
H -0.0813 6.7317 -0.5387
H 1.0378 5.2979 -1.0989
H -1.0512 4.4505 -2.0586
H -1.2057 3.8205 -0.2735
H -2.4099 6.3418 0.0482
H -2.9546 5.9778 -1.7228
H -3.2512 3.6496 0.4333
H -4.3529 5.1303 0.5976
H -4.2002 3.4936 -2.2134
H -5.3590 4.8963 -1.6830
H -5.6262 2.6956 0.3869
H -6.8603 3.3548 -0.8025
H -5.3917 1.6536 -2.6515
H -6.9501 1.1644 -1.6593
H -5.5831 -0.0416 -0.0053
H -4.8037 -0.5864 -1.6535
H -3.8035 1.5443 0.6135
H -3.1873 1.6621 -1.1891
H -2.2400 -0.6918 -1.0004
H -2.7636 -0.8694 0.7627
H -0.5110 0.2538 1.2310
H -1.5980 1.7175 0.9534
H -0.7100 2.0293 -1.4601
H -0.3725 0.2282 -1.5699
H 1.6011 2.4030 -0.3874
H 1.5674 0.6775 0.3593
H 2.1236 -3.6364 -0.6767
H 3.5644 -2.7371 -1.3704
H 4.2038 -2.9466 0.8918
H 4.8931 -0.8097 1.3016
H 3.7993 -0.1843 -0.0313
H 3.2246 -0.2193 1.8029
H 2.5895 -2.0168 2.9051
H 0.3327 -2.8374 0.7629
H 0.4876 -1.3950 2.0294
H 0.1715 -3.1201 2.5761
H 2.0546 -4.2426 3.6281
H 3.6226 -4.3867 2.6830
H 1.9630 -5.0204 1.9433
H 2.9862 -2.3347 -3.7037
H 4.9615 0.1267 -6.2081
H 4.4671 -1.6838 -5.8879
H 3.7375 1.4856 -7.5481
H 2.1886 1.5543 -7.0256
H 1.0590 -0.0794 -6.1979
H 1.1088 -1.4774 -7.0537
H 2.3271 -1.3085 -8.8102
H 3.8767 -0.7171 -8.8364
C -1.7370 1.1185 -4.6171
Cl -2.1216 -0.5989 -4.3702
Cl -2.4515 1.6721 -6.1477
Cl -2.3862 2.0693 -3.2711
Cl 0.0234 1.3294 -4.6601
C 0.3572 -7.1949 0.1354
Cl 0.7801 -5.5203 -0.2851
Cl -0.7900 -7.8336 -1.0616
Cl 1.8289 -8.1921 0.1421
Cl -0.3892 -7.2301 1.7477
C 1.3069 -11.0958 -2.6011
Cl 1.7274 -9.4205 -3.0270
Cl 0.1624 -11.7423 -3.7983
Cl 2.7792 -12.0911 -2.5905
Cl 0.5579 -11.1324 -0.9903
C 4.0070 9.3968 2.0966
Cl 4.7170 7.8383 2.5701
Cl 5.2977 10.6048 1.9146
Cl 3.1465 9.2117 0.5529
Cl 2.8656 9.9323 3.3488
C 3.3954 -9.8116 -7.1065
Cl 2.5568 -10.0364 -8.6571
Cl 3.5938 -8.0746 -6.7868
Cl 2.4386 -10.5476 -5.8028
Cl 4.9930 -10.5867 -7.1793
C -5.4312 5.1093 3.7547
Cl -4.5177 6.5740 3.3265
Cl -4.3505 3.6991 3.7008
Cl -6.0957 5.2821 5.3937
Cl -6.7602 4.8841 2.5963
C 1.0885 11.7883 6.5770
Cl 0.7686 10.2089 5.8278
Cl 1.4167 12.9897 5.3095
Cl -0.3310 12.2931 7.5186
Cl 2.4981 11.6601 7.6510
C -4.2731 12.9210 6.4647
Cl -3.9644 12.9116 8.2153
Cl -4.7899 14.5455 5.9628
Cl -2.7856 12.4788 5.6001
Cl -5.5519 11.7479 6.0826
C -1.1701 -14.3872 1.0214
Cl -1.0142 -13.7876 -0.6433
Cl -0.6463 -16.0838 1.0924
Cl -0.1527 -13.4074 2.1004
Cl -2.8663 -14.2687 1.5377
C -7.4901 -2.1037 -3.1215
Cl -6.1247 -1.0750 -3.6061
Cl -8.8315 -1.8868 -4.2674
Cl -6.9802 -3.8056 -3.1229
Cl -8.0259 -1.6482 -1.4897
C 7.2676 0.3915 3.7204
Cl 7.4648 1.1639 2.1321
Cl 8.5977 -0.7540 3.9888
Cl 7.2913 1.6340 4.9907
Cl 5.7150 -0.4739 3.7678
C 6.9384 -3.8802 5.8311
Cl 7.5384 -4.1139 4.1750
Cl 8.0432 -2.8074 6.7173
Cl 5.3196 -3.1509 5.7790
Cl 6.8527 -5.4528 6.6561
C 2.8149 -2.9840 8.9734
Cl 2.7621 -2.2647 10.5973
Cl 2.6537 -1.7022 7.7522
Cl 4.3632 -3.8251 8.7475
Cl 1.4798 -4.1429 8.7951
C 4.4535 2.3930 -10.8659
Cl 4.6355 2.9590 -12.5404
Cl 4.9796 0.6986 -10.7552
Cl 5.4535 3.3940 -9.7903
Cl 2.7504 2.5207 -10.3784
C -2.2422 9.8469 10.9708
Cl -3.5151 8.7373 10.4172
Cl -1.1309 8.9807 12.0540
Cl -1.3425 10.4639 9.5679
Cl -2.9809 11.2071 11.8443
C -10.0984 -6.8725 -2.8111
Cl -9.6996 -5.2013 -3.2633
Cl -11.2634 -7.5403 -3.9755
Cl -8.6190 -7.8576 -2.8221
Cl -10.8108 -6.8918 -1.1833
C -13.3387 -6.4681 2.2036
Cl -13.3714 -5.7402 3.8241
Cl -13.5391 -5.1967 0.9786
Cl -11.7825 -7.2897 1.9547
Cl -14.6605 -7.6463 2.0564
C 10.3081 -7.1132 2.8226
Cl 9.6411 -8.5612 2.0374
Cl 10.5294 -5.8313 1.6115
Cl 9.1859 -6.5505 4.0800
Cl 11.8760 -7.5082 3.5601
```

Computed properties:
net charge: 0
spin multiplicity: 1

---

Orbital gap across the listed records, respectively: 7.8, 6.5, 6.7 eV.
E_HOMO across the listed records, respectively: -10.1731, -10.5099, -7.9457 eV.